## one
{
  "formula": "C7H7N",
  "method": "the ωB97M-V functional and the def2-TZVPD basis",
  "charge": 0,
  "homo_lumo_gap_ev": 7.63,
  "species": ["C", "C", "C", "C", "C", "C", "C", "N", "H", "H", "H", "H", "H", "H", "H"],
  "positions_angstrom": [[2.428, 0.064, -0.035], [1.666, 1.250, 0.217], [1.608, -1.048, 0.007], [0.412, 0.778, 0.370], [-1.736, 0.024, -0.558], [-1.027, 0.940, 0.512], [-1.108, -0.568, 0.603], [0.371, -0.548, 0.352], [3.435, -0.105, -0.175], [1.992, 2.226, 0.308], [1.764, -2.136, 0.025], [-2.746, 0.002, -0.511], [-1.168, -0.074, -1.428], [-1.722, 1.604, 0.998], [-1.895, -1.819, 1.745]],
  "lowdin_charge": [-0.0888, -0.0064, -0.0645, -0.2891, -0.0489, -0.0856, -0.1795, -0.0280, 0.0644, 0.0755, 0.1164, 0.0710, 0.1042, 0.1279, 0.2313]
}

---

## two
{
  "formula": "C7H7N",
  "method": "the ωB97M-V functional and the def2-TZVPD basis",
  "smiles": "C#CC1=CC=C[C@@H]1N",
  "charge": 0,
  "homo_lumo_gap_ev": 8.89,
  "species": ["C", "C", "C", "C", "C", "C", "C", "H", "H", "H", "H", "H", "H", "H", "N"],
  "positions_angstrom": [[-0.405, 0.780, 0.291], [-1.927, 0.243, 0.505], [-2.058, -0.987, 0.084], [-0.630, -1.429, -0.529], [0.351, -0.475, -0.392], [1.831, -0.383, -0.047], [2.995, -0.615, 0.412], [0.982, 2.330, -0.067], [-0.711, 2.873, -0.200], [0.343, 0.772, 1.389], [-2.722, 1.006, 0.891], [-3.075, -1.594, -0.002], [-0.300, -2.532, -0.425], [4.146, -0.214, 0.361], [0.057, 2.079, -0.555]],
  "lowdin_charge": [-0.2832, -0.1056, -0.0947, -0.0318, -0.2355, -0.1187, 0.0533, 0.0627, 0.1170, 0.1944, 0.1255, 0.1374, 0.1201, 0.0938, -0.0349]
}

---

## three
{
  "formula": "C7H7N",
  "method": "the ωB97M-V functional and the def2-TZVPD basis",
  "smiles": "C#Cc1cccn1C",
  "charge": 0,
  "homo_lumo_gap_ev": 9.20,
  "species": ["C", "C", "C", "C", "C", "C", "C", "N", "H", "H", "H", "H", "H", "H", "H"],
  "positions_angstrom": [[2.992, -0.216, -0.149], [1.888, -0.548, 0.214], [-1.769, -1.370, -0.122], [-0.485, -1.768, 0.211], [-1.715, -0.008, -0.268], [0.294, -0.663, 0.253], [0.052, 1.810, 0.098], [-0.428, 0.423, -0.087], [4.010, 0.068, -0.071], [-2.705, -2.031, -0.257], [-0.203, -2.737, 0.426], [-2.477, 0.597, -0.661], [0.485, 2.232, -0.869], [-0.805, 2.424, 0.374], [0.867, 1.789, 0.908]],
  "lowdin_charge": [0.0745, -0.0205, -0.0956, -0.0853, -0.1057, -0.2542, -0.0151, -0.1251, 0.0162, 0.1326, 0.0842, 0.1004, 0.1049, 0.0779, 0.1107]
}

---

Which one is the least stable? From the structures above, two.